Formula: C38H77ClN3O10
Source: OMol25
Level of theory: the ωB97M-V functional and the def2-TZVPD basis

Its total energy is -78113.39028 eV. Its charge is +1. For the HOMO energy, the calculation gives -10.57 eV. Its LUMO energy is -0.100 hartree. Its HOMO-LUMO gap is 7.9 eV. As for the spin multiplicity: 1.

Positions of all 129 atoms, in Å:
C  7.339  -2.863  1.363
C  8.013  -1.673  0.670
O  7.075  -0.594  0.480
C  6.317  -0.622  -0.705
C  6.044  -1.981  -1.293
O  5.505  -1.794  -2.597
C  6.091  -2.654  -3.567
N  7.043  0.307  -1.625
C  7.006  1.436  -0.784
N  8.042  2.205  -0.629
O  7.979  3.288  0.200
N  5.803  1.590  -0.193
C  5.067  0.276  -0.376
Cl  4.300  -0.284  1.099
C  4.077  0.539  -1.532
C  2.723  1.079  -1.035
C  1.923  1.692  -2.205
C  0.601  0.957  -2.460
C  -0.501  1.419  -1.486
C  -1.527  0.314  -1.251
C  -2.799  0.789  -0.519
C  -4.052  0.569  -1.378
C  -5.334  1.043  -0.674
C  -6.577  0.277  -1.199
C  -7.144  -0.725  -0.177
C  -6.925  -2.166  -0.592
O  -7.566  -2.394  -1.828
C  -7.575  -3.753  -2.221
H  7.738  -2.976  2.368
H  6.283  -2.633  1.477
H  7.474  -3.794  0.832
H  8.784  -1.262  1.320
H  8.517  -1.946  -0.255
H  5.319  -2.527  -0.686
H  6.942  -2.591  -1.373
H  7.124  -2.366  -3.767
H  6.008  -3.696  -3.259
H  5.518  -2.536  -4.483
H  6.572  0.466  -2.510
H  8.896  1.992  -1.126
H  8.430  3.040  1.020
H  5.799  1.855  0.789
H  3.868  -0.365  -2.092
H  4.507  1.329  -2.142
H  2.147  0.239  -0.649
H  2.851  1.816  -0.243
H  1.670  2.729  -1.980
H  2.523  1.726  -3.117
H  0.265  1.180  -3.473
H  0.746  -0.121  -2.374
H  -0.024  1.716  -0.550
H  -1.025  2.262  -1.935
H  -1.082  -0.513  -0.694
H  -1.824  -0.063  -2.233
H  -2.943  0.223  0.401
H  -2.735  1.848  -0.265
H  -4.109  -0.504  -1.576
H  -3.942  1.103  -2.324
H  -5.487  2.106  -0.854
H  -5.202  0.903  0.393
H  -6.304  -0.255  -2.110
H  -7.332  1.008  -1.490
H  -6.686  -0.582  0.800
H  -8.215  -0.561  -0.041
H  -7.312  -2.838  0.180
H  -5.842  -2.339  -0.685
H  -7.459  -4.421  -1.368
H  -8.525  -3.949  -2.714
H  -6.770  -3.948  -2.934
C  5.617  -7.264  2.381
C  5.420  -6.438  1.137
O  5.694  -5.257  1.112
C  4.865  -7.145  -0.072
H  6.018  -6.640  3.176
H  4.663  -7.685  2.704
H  6.312  -8.081  2.181
H  3.882  -7.561  0.156
H  5.530  -7.958  -0.368
H  4.769  -6.443  -0.897
C  5.076  4.539  1.541
C  3.942  4.948  2.455
O  2.792  4.766  2.138
C  4.313  5.588  3.769
H  4.660  4.095  0.639
H  5.678  5.406  1.265
H  5.708  3.806  2.049
H  4.871  6.508  3.591
H  4.920  4.902  4.363
H  3.406  5.827  4.318
C  -8.444  3.248  0.812
C  -8.015  2.288  1.895
O  -6.948  1.718  1.848
C  -8.981  2.067  3.031
H  -7.664  3.315  0.057
H  -9.368  2.899  0.345
H  -8.618  4.237  1.237
H  -9.924  1.673  2.649
H  -9.176  3.010  3.544
H  -8.557  1.358  3.737
C  -0.692  -3.607  -2.464
C  0.427  -3.976  -1.520
O  0.683  -5.124  -1.250
C  1.218  -2.835  -0.925
H  -1.179  -4.511  -2.820
H  -1.425  -2.983  -1.949
H  -0.295  -3.053  -3.317
H  0.559  -2.180  -0.352
H  1.693  -2.255  -1.720
H  1.986  -3.233  -0.264
C  -9.901  2.889  -3.716
C  -10.641  2.074  -2.682
O  -11.368  2.594  -1.869
C  -10.420  0.582  -2.709
H  -10.141  3.942  -3.589
H  -8.825  2.749  -3.602
H  -10.193  2.574  -4.719
H  -9.364  0.353  -2.552
H  -10.729  0.165  -3.669
H  -11.002  0.112  -1.919
C  1.736  2.921  5.237
C  1.471  3.004  6.722
O  2.180  2.438  7.519
C  0.282  3.825  7.157
H  2.615  2.303  5.063
H  0.882  2.474  4.727
H  1.918  3.919  4.834
H  -0.633  3.419  6.724
H  0.399  4.858  6.827
H  0.204  3.803  8.241

***

Formula: C45H51BrN3SSb2Ti
Source: OMol25
Level of theory: the ωB97M-V functional and the def2-TZVPD basis

Its total energy is -169025.73017 eV. Its charge is +1. For the HOMO energy, the calculation gives -10.03 eV. Its LUMO energy is -0.119 hartree. Its HOMO-LUMO gap is 6.8 eV. As for the spin multiplicity: 1.

Positions of all 104 atoms, in Å:
Ti  0.727  1.050  -1.291
C  -1.692  1.434  -6.500
C  -0.809  1.629  -5.302
C  0.147  2.663  -5.261
C  0.936  2.876  -4.151
C  0.743  2.025  -3.065
Br  2.345  2.180  0.102
N  -0.159  1.064  -3.119
C  -0.930  0.827  -4.188
H  -1.204  1.781  -7.409
H  -2.617  2.001  -6.384
H  -1.959  0.386  -6.630
H  0.253  3.301  -6.131
H  1.666  3.673  -4.118
H  -1.639  0.010  -4.128
C  1.618  -0.603  2.846
C  1.162  0.442  3.872
C  0.002  1.293  3.364
Sb  -1.910  0.330  3.027
C  -2.423  0.381  5.097
C  -2.590  1.571  5.801
C  -2.819  1.553  7.169
C  -2.874  0.344  7.851
C  -2.711  -0.847  7.160
C  -2.492  -0.827  5.788
C  -2.846  2.132  2.340
C  -2.288  3.403  2.461
C  -2.908  4.508  1.891
C  -4.092  4.358  1.185
C  -4.659  3.098  1.055
C  -4.037  1.997  1.626
Sb  0.647  -2.531  2.959
C  1.652  -3.171  4.736
C  2.651  -2.444  5.378
C  3.271  -2.945  6.516
C  2.900  -4.182  7.023
C  1.903  -4.915  6.394
C  1.280  -4.407  5.262
C  2.082  -3.405  1.589
C  1.637  -4.117  0.487
C  2.549  -4.672  -0.408
C  3.902  -4.495  -0.203
C  4.371  -3.805  0.924
C  3.458  -3.293  1.818
H  2.689  -0.805  2.944
H  1.468  -0.201  1.840
H  2.000  1.125  4.050
H  0.932  -0.004  4.845
H  0.301  1.782  2.433
H  -0.211  2.086  4.084
H  -2.555  2.522  5.280
H  -2.956  2.484  7.705
H  -3.048  0.332  8.919
H  -2.756  -1.792  7.686
H  -2.377  -1.766  5.256
H  -1.360  3.551  2.999
H  -2.461  5.489  1.998
H  -4.571  5.219  0.737
H  -5.584  2.972  0.506
H  -4.487  1.017  1.505
H  2.957  -1.474  5.005
H  4.042  -2.367  7.008
H  3.382  -4.572  7.910
H  1.606  -5.878  6.787
H  0.496  -4.989  4.789
H  0.575  -4.247  0.316
H  2.199  -5.228  -1.268
H  4.606  -4.901  -0.919
H  5.422  -3.691  1.140
H  3.816  -2.789  2.711
C  -1.040  1.387  -0.278
C  -1.634  2.577  -0.941
C  -2.732  2.455  -1.797
C  -3.235  3.559  -2.460
C  -2.646  4.810  -2.288
C  -1.565  4.946  -1.433
C  -1.063  3.838  -0.761
H  -0.663  1.628  0.720
H  -1.683  0.509  -0.239
H  -3.201  1.485  -1.925
H  -4.099  3.454  -3.104
H  -3.044  5.672  -2.806
H  -1.115  5.918  -1.274
H  -0.234  3.955  -0.073
C  5.480  -2.061  -0.859
C  4.529  -1.090  -0.145
N  3.089  -1.433  -0.193
C  2.281  -1.145  -1.175
S  0.572  -1.394  -1.033
N  2.714  -0.434  -2.269
C  2.309  -0.824  -3.642
C  3.233  -1.887  -4.206
H  6.507  -1.720  -0.719
H  5.276  -2.095  -1.932
H  5.395  -3.099  -0.454
H  4.634  -0.072  -0.527
H  4.771  -1.034  0.915
H  2.673  -1.950  0.657
H  3.697  -0.194  -2.223
H  2.317  0.081  -4.248
H  1.285  -1.183  -3.583
H  4.271  -1.549  -4.217
H  2.953  -2.117  -5.234
H  3.171  -2.808  -3.623

***

Formula: H12O6
Source: OMol25
Level of theory: the ωB97M-V functional and the def2-TZVPD basis

Its total energy is -12479.45875 eV. For the HOMO energy, the calculation gives -11.09 eV. Its LUMO energy is 0.009 hartree. Its HOMO-LUMO gap is 11.3 eV. Its SMILES is O.O.O.O.O.O. As for the spin multiplicity: 1.

Positions of all 18 atoms, in Å:
O  -0.049  -0.742  -0.163
H  -0.957  -0.741  0.162
H  -0.089  -0.216  -0.970
O  3.975  -1.537  0.951
H  3.607  -0.719  1.302
H  4.490  -1.896  1.683
O  -3.125  -3.660  -0.909
H  -2.680  -3.446  -0.082
H  -2.539  -4.299  -1.332
O  -2.881  0.889  -2.853
H  -1.958  1.069  -3.063
H  -2.956  -0.069  -2.928
O  2.333  1.898  0.629
H  1.812  2.513  1.157
H  2.489  2.370  -0.197
O  -0.270  3.099  1.977
H  -0.491  2.173  1.829
H  -0.711  3.315  2.807

***

Formula: C18H17N3O4S
Source: OMol25
Level of theory: the ωB97M-V functional and the def2-TZVPD basis

Its total energy is -42436.57398 eV. For the HOMO energy, the calculation gives -8.95 eV. Its LUMO energy is 0.016 hartree. Its HOMO-LUMO gap is 9.4 eV. Its SMILES is Cc1ccc(S(=O)(=O)Nc2ccc(C(=O)Nc3cc(C)on3)cc2)cc1. As for the spin multiplicity: 1.

Positions of all 43 atoms, in Å:
C  -0.679  3.222  5.827
C  -0.174  2.158  4.904
C  1.137  2.209  4.434
C  1.616  1.240  3.572
C  0.776  0.218  3.175
S  1.407  -1.025  2.067
O  0.348  -1.896  1.652
O  2.602  -1.596  2.611
N  1.949  -0.107  0.752
C  1.107  0.216  -0.302
C  1.581  0.247  -1.613
C  0.732  0.559  -2.654
C  -0.606  0.851  -2.404
C  -1.522  1.209  -3.520
O  -2.174  2.230  -3.549
N  -1.566  0.326  -4.569
C  -1.108  -0.969  -4.642
C  -0.796  -1.890  -3.602
C  -0.451  -3.027  -4.273
C  -0.022  -4.364  -3.799
O  -0.552  -2.812  -5.594
N  -0.962  -1.539  -5.817
C  -1.067  0.866  -1.092
C  -0.223  0.542  -0.049
C  -0.525  0.141  3.630
C  -0.997  1.115  4.494
H  -1.657  2.966  6.223
H  0.011  3.367  6.656
H  -0.760  4.170  5.294
H  1.783  3.014  4.751
H  2.630  1.259  3.206
H  2.895  -0.348  0.497
H  2.619  0.019  -1.810
H  1.108  0.579  -3.667
H  -2.038  0.654  -5.404
H  -0.836  -1.740  -2.545
H  -0.741  -5.120  -4.109
H  0.942  -4.622  -4.234
H  0.056  -4.361  -2.716
H  -2.098  1.120  -0.900
H  -0.587  0.534  0.965
H  -1.145  -0.678  3.301
H  -2.013  1.062  4.855

***

Formula: C13H24O
Source: OMol25
Level of theory: the ωB97M-V functional and the def2-TZVPD basis

Its total energy is -15916.27445 eV. For the HOMO energy, the calculation gives -9.14 eV. Its LUMO energy is 0.036 hartree. Its HOMO-LUMO gap is 10.1 eV. Its SMILES is C[C@H]1CCCCCCCCCCC1=O. As for the spin multiplicity: 1.

Positions of all 38 atoms, in Å:
C  -1.715  1.019  1.526
C  -2.026  0.982  0.074
C  -0.918  1.348  -0.910
C  0.007  2.459  -0.491
C  1.338  1.969  0.138
C  2.374  1.130  -0.744
C  3.244  0.230  0.183
C  2.406  -0.781  0.996
C  1.967  -2.054  0.245
C  0.761  -2.171  -0.676
C  -0.437  -1.692  0.166
C  -1.681  -1.409  -0.843
C  -2.532  -0.426  -0.169
O  -3.616  -0.743  0.286
H  -1.713  1.998  1.898
H  -0.613  0.695  1.687
H  -2.394  0.461  1.985
H  -2.917  1.584  -0.106
H  -1.456  1.650  -1.799
H  -0.320  0.414  -1.083
H  0.211  3.291  -1.186
H  -0.473  3.065  0.245
H  1.953  2.822  0.532
H  1.029  1.375  0.979
H  2.985  1.823  -1.338
H  1.890  0.414  -1.445
H  3.814  0.919  0.809
H  4.011  -0.276  -0.436
H  1.513  -0.244  1.418
H  3.047  -1.150  1.822
H  1.768  -2.779  1.084
H  2.850  -2.441  -0.341
H  1.029  -1.555  -1.572
H  0.642  -3.151  -1.106
H  -0.061  -0.833  0.680
H  -0.844  -2.473  0.786
H  -2.315  -2.293  -1.010
H  -1.441  -1.003  -1.764

***

Formula: C2H4OS2
Source: OMol25
Level of theory: the ωB97M-V functional and the def2-TZVPD basis

Its total energy is -25853.94192 eV. For the HOMO energy, the calculation gives -10.02 eV. Its LUMO energy is -0.073 hartree. Its HOMO-LUMO gap is 8.0 eV. As for the spin multiplicity: 1.

Positions of all 9 atoms, in Å:
C  -1.831  -0.353  -0.465
C  -0.640  -0.036  -0.080
O  1.667  -0.092  -0.441
S  3.630  0.200  1.618
S  2.121  0.766  0.613
H  -2.623  -0.708  0.084
H  -2.061  -0.282  -1.499
H  -0.282  0.080  0.958
H  0.019  0.424  -0.789

***

Formula: C7H11N
Source: OMol25
Level of theory: the ωB97M-V functional and the def2-TZVPD basis

Its total energy is -8925.68781 eV. For the HOMO energy, the calculation gives -9.15 eV. Its LUMO energy is 0.028 hartree. Its HOMO-LUMO gap is 9.9 eV. Its SMILES is [H]/N=C1/C=CCC1(C)C. As for the spin multiplicity: 1.

Positions of all 19 atoms, in Å:
H  -0.590  2.466  -0.672
N  -1.352  1.986  -0.230
C  -1.085  0.741  -0.004
C  -1.986  -0.280  0.314
C  -1.409  -1.511  0.295
C  0.028  -1.486  -0.067
C  0.402  0.086  -0.052
C  1.252  0.537  -1.307
C  1.092  0.486  1.285
H  -3.164  -0.191  0.438
H  -1.912  -2.524  0.392
H  0.535  -2.016  0.709
H  0.271  -2.044  -0.924
H  0.666  0.188  -2.093
H  2.314  0.159  -1.440
H  1.409  1.688  -1.389
H  1.904  -0.251  1.518
H  0.261  0.426  2.140
H  1.363  1.540  1.087

***

Formula: C36H75BBrN2O10
Source: OMol25
Level of theory: the ωB97M-V functional and the def2-TZVPD basis

Its total energy is -132716.89242 eV. Its charge is +1. For the HOMO energy, the calculation gives -10.95 eV. Its LUMO energy is -0.113 hartree. Its HOMO-LUMO gap is 7.9 eV. As for the spin multiplicity: 1.

Positions of all 125 atoms, in Å:
C  4.633  3.859  0.671
C  5.053  2.905  -0.435
C  4.457  1.497  -0.317
C  2.961  1.612  -0.025
N  2.238  0.351  -0.336
C  0.866  0.659  -0.674
C  0.021  -0.579  -0.749
N  -1.341  -0.183  -1.275
C  -1.953  1.017  -0.596
B  -2.712  0.602  0.801
C  -4.083  -0.141  0.876
O  -2.128  0.971  1.984
C  -2.909  1.728  -1.572
Br  -3.966  0.480  -2.635
C  -3.777  2.780  -0.907
C  -4.270  3.842  -1.919
C  -0.874  2.063  -0.215
O  0.289  1.466  0.320
H  5.177  4.793  0.569
H  4.842  3.475  1.667
H  3.582  4.128  0.630
H  6.134  2.800  -0.397
H  4.817  3.352  -1.400
H  4.969  0.939  0.460
H  4.547  1.014  -1.290
H  2.575  2.435  -0.630
H  2.817  1.822  1.027
H  2.657  0.011  -1.200
H  0.822  1.169  -1.654
H  0.428  -1.341  -1.404
H  -0.136  -1.041  0.218
H  -1.971  -0.971  -1.109
H  -1.294  -0.089  -2.293
H  -3.951  -0.992  1.540
H  -4.782  0.538  1.364
H  -4.499  -0.460  -0.071
H  -1.292  0.501  2.141
H  -2.273  2.241  -2.287
H  -4.632  2.296  -0.445
H  -3.243  3.300  -0.116
H  -4.231  4.812  -1.440
H  -5.288  3.611  -2.204
H  -3.612  3.890  -2.779
H  -0.606  2.664  -1.089
H  -1.258  2.749  0.523
C  6.904  -2.575  0.053
C  6.183  -2.034  1.263
O  5.930  -0.852  1.365
C  5.810  -3.026  2.329
H  7.120  -1.762  -0.638
H  7.841  -3.044  0.355
H  6.280  -3.317  -0.450
H  6.710  -3.503  2.723
H  5.153  -3.793  1.914
H  5.298  -2.513  3.140
C  1.647  -3.889  0.093
C  2.272  -5.051  0.832
O  3.298  -4.914  1.455
C  1.555  -6.367  0.744
H  2.252  -2.993  0.231
H  1.587  -4.127  -0.973
H  0.644  -3.707  0.483
H  1.498  -6.681  -0.299
H  0.547  -6.274  1.156
H  2.100  -7.117  1.311
C  -2.244  5.738  4.142
C  -0.966  5.284  3.487
O  -0.080  6.056  3.204
C  -0.834  3.806  3.194
H  -2.215  6.812  4.299
H  -3.095  5.492  3.502
H  -2.363  5.249  5.108
H  -1.628  3.487  2.519
H  -0.901  3.233  4.120
H  0.130  3.614  2.726
C  0.741  7.097  6.630
C  -0.499  7.165  7.487
O  -1.604  6.983  7.024
C  -0.302  7.473  8.950
H  0.468  6.874  5.601
H  1.265  8.053  6.657
H  1.408  6.316  7.000
H  0.180  8.444  9.066
H  0.323  6.707  9.413
H  -1.267  7.494  9.451
C  -6.939  1.813  -6.258
C  -7.507  2.204  -4.915
O  -7.884  3.329  -4.690
C  -7.578  1.125  -3.860
H  -6.943  2.677  -6.919
H  -5.913  1.458  -6.142
H  -7.542  1.021  -6.704
H  -6.573  0.758  -3.646
H  -8.203  0.299  -4.202
H  -8.003  1.539  -2.949
C  2.830  -6.931  -4.741
C  1.794  -6.600  -3.700
O  1.957  -6.871  -2.530
C  0.533  -5.913  -4.174
H  3.675  -7.419  -4.274
H  2.405  -7.601  -5.490
H  3.174  -6.019  -5.231
H  0.015  -6.542  -4.900
H  0.782  -4.960  -4.644
H  -0.127  -5.735  -3.326
C  -6.208  -0.103  4.463
C  -7.514  0.070  3.725
O  -7.626  -0.251  2.564
C  -8.666  0.660  4.499
H  -5.473  -0.538  3.789
H  -5.845  0.865  4.814
H  -6.345  -0.769  5.316
H  -8.406  1.657  4.855
H  -8.905  0.026  5.354
H  -9.538  0.729  3.853
C  7.097  -6.293  -5.134
C  6.478  -7.252  -6.122
O  5.348  -7.662  -5.980
C  7.332  -7.675  -7.290
H  6.382  -6.071  -4.344
H  7.989  -6.737  -4.690
H  7.374  -5.365  -5.637
H  8.233  -8.174  -6.933
H  7.618  -6.802  -7.880
H  6.771  -8.361  -7.920